DFT (ωB97M-V with the def2-TZVPD basis set) results for a structure of composition C40H101LiN8O16 at a distorted geometry.

```
166
C40H101LiN8O16 ωB97M-V with the def2-TZVPD basis set
Li -0.887 0.615 4.355
N -1.148 0.556 0.069
O -0.889 -0.616 -0.062
O -1.498 0.887 1.196
O -1.053 1.370 -0.843
C 2.441 -3.087 3.494
C 1.713 -1.962 4.179
C 2.481 -0.703 3.763
O 1.907 0.449 4.366
C 2.706 1.598 4.246
N 0.320 -1.927 3.752
H 3.406 -3.350 3.927
H 2.579 -2.862 2.437
H 1.840 -3.990 3.607
H 1.696 -2.065 5.264
H 2.458 -0.485 2.695
H 3.523 -0.811 4.063
H 2.133 2.411 4.691
H 2.704 1.845 3.184
H 3.641 1.540 4.803
H 0.290 -1.899 2.742
H -0.080 -2.839 3.917
C -1.685 3.628 4.196
O -1.584 2.624 5.179
C -2.424 2.928 6.268
C -2.058 1.844 7.310
N -2.399 0.499 6.818
C -1.819 -0.488 7.772
C -2.374 -1.931 7.590
O -3.689 -1.996 8.086
C -4.390 -3.196 7.802
H -1.533 4.665 4.498
H -2.628 3.538 3.658
H -0.887 3.388 3.493
H -3.481 2.867 6.010
H -2.246 3.933 6.652
H -2.581 1.989 8.255
H -0.968 1.841 7.346
H -3.385 0.361 6.989
H -2.044 -0.300 8.822
H -0.746 -0.557 7.590
H -1.753 -2.620 8.163
H -2.401 -2.293 6.562
H -4.493 -3.294 6.721
H -5.289 -3.158 8.418
H -3.756 -3.987 8.203
C -4.502 6.459 -3.118
O -4.654 5.136 -3.579
C -3.461 4.380 -3.406
C -2.542 4.597 -4.659
N -1.662 3.469 -4.804
C -0.419 3.636 -5.583
C -0.744 3.744 -7.106
O 0.342 3.977 -7.939
C 0.022 4.433 -9.257
H -3.767 7.029 -3.686
H -4.156 6.515 -2.086
H -5.450 6.997 -3.113
H -3.657 3.327 -3.202
H -2.899 4.702 -2.530
H -1.979 5.527 -4.745
H -3.156 4.601 -5.559
H -1.412 3.104 -3.896
H 0.235 2.770 -5.478
H 0.067 4.502 -5.135
H -1.414 4.601 -7.178
H -1.272 2.851 -7.442
H -0.384 5.445 -9.241
H -0.642 3.804 -9.850
H 0.943 4.391 -9.838
C 9.428 -2.097 -7.134
O 8.084 -1.877 -6.809
C 7.184 -1.991 -7.931
C 5.848 -1.514 -7.385
N 5.001 -1.199 -8.541
C 3.780 -0.565 -8.118
C 2.816 -1.365 -7.143
O 3.310 -1.129 -5.874
C 2.503 -1.775 -4.875
H 9.977 -2.231 -6.202
H 9.902 -1.297 -7.702
H 9.642 -3.024 -7.667
H 7.137 -3.018 -8.293
H 7.537 -1.464 -8.818
H 5.902 -0.590 -6.809
H 5.268 -2.251 -6.829
H 4.663 -2.020 -9.023
H 3.260 -0.447 -9.068
H 3.965 0.452 -7.771
H 2.775 -2.435 -7.347
H 1.857 -0.864 -7.269
H 2.543 -2.863 -4.821
H 1.445 -1.527 -4.960
H 2.816 -1.379 -3.909
C 10.165 1.305 -0.754
O 9.311 1.342 -1.902
C 9.828 1.995 -3.058
C 8.693 2.103 -4.132
N 7.701 3.074 -3.618
C 6.415 3.005 -4.319
C 5.353 3.908 -3.797
O 5.030 3.532 -2.503
C 4.526 2.188 -2.257
H 11.169 1.725 -0.810
H 10.361 0.259 -0.515
H 9.722 1.722 0.150
H 10.675 1.479 -3.512
H 10.201 2.995 -2.835
H 8.425 1.071 -4.358
H 9.131 2.458 -5.065
H 7.537 2.662 -2.710
H 5.991 2.001 -4.310
H 6.529 3.335 -5.352
H 4.515 3.955 -4.493
H 5.767 4.916 -3.803
H 3.736 1.984 -2.979
H 4.090 2.078 -1.264
H 5.274 1.414 -2.424
C -5.508 -6.335 1.172
O -4.605 -5.252 1.516
C -4.077 -4.616 0.372
C -2.945 -5.376 -0.389
N -1.635 -5.074 0.102
C -0.567 -5.615 -0.794
C -0.426 -7.158 -0.794
O 0.835 -7.432 -1.289
C 1.104 -8.768 -1.745
H -6.052 -6.701 2.043
H -4.861 -7.136 0.815
H -6.256 -6.041 0.436
H -3.782 -3.596 0.618
H -4.868 -4.488 -0.366
H -3.051 -5.003 -1.408
H -3.192 -6.434 -0.296
H -1.524 -4.074 0.195
H 0.406 -5.191 -0.547
H -0.744 -5.355 -1.838
H -1.124 -7.562 -1.527
H -0.587 -7.549 0.211
H 0.491 -8.970 -2.624
H 1.023 -9.575 -1.017
H 2.135 -8.926 -2.060
C -6.938 1.735 2.347
O -7.364 1.395 3.676
C -6.600 0.340 4.198
C -7.109 -0.035 5.574
N -6.687 0.910 6.616
C -7.445 0.534 7.860
C -7.286 1.492 9.043
O -7.882 2.794 8.869
C -9.327 2.742 8.850
H -7.071 0.970 1.583
H -5.873 1.964 2.375
H -7.363 2.684 2.020
H -5.519 0.469 4.244
H -6.754 -0.557 3.597
H -6.821 -1.029 5.914
H -8.196 -0.081 5.511
H -6.985 1.848 6.387
H -7.177 -0.434 8.283
H -8.508 0.530 7.621
H -6.230 1.662 9.252
H -7.700 1.038 9.943
H -9.752 2.158 9.666
H -9.756 2.368 7.921
H -9.742 3.744 8.966
```

Net charge: 0
M (g mol⁻¹): 957.2
HOMO energy (eV): -7.23
ΔE to the lowest compared entry with this formula, charge and spin (kJ/mol): 289.7
Gap between HOMO and LUMO (eV): 7.33

***

DFT (ωB97M-V with the def2-TZVPD basis set) results for a structure of composition C40H105F3N9O11Pd at a distorted geometry.

```
169
C40H105F3N9O11Pd ωB97M-V with the def2-TZVPD basis set
Pd 3.728 2.397 2.432
C 0.481 0.997 1.963
O 0.898 0.206 0.874
O 1.678 1.391 2.623
C -0.366 2.142 1.306
F -0.795 3.031 2.137
F 0.309 2.814 0.308
F -1.467 1.678 0.733
C -0.026 -0.694 0.276
C 0.814 -1.807 -0.377
H 1.539 -2.073 0.392
H 0.176 -2.686 -0.467
H 1.211 -1.547 -1.358
H -0.641 -0.202 -0.478
H -0.745 -1.185 0.932
H -0.091 0.425 2.694
C 0.717 -5.119 -1.393
C 0.442 -6.365 -2.203
C -0.784 -6.159 -3.181
O -1.991 -6.009 -2.441
C -3.174 -5.979 -3.160
N 1.630 -6.700 -2.929
H 1.181 -4.293 -1.932
H 1.354 -5.329 -0.534
H -0.218 -4.756 -0.966
H 0.257 -7.163 -1.483
H -0.905 -7.022 -3.835
H -0.702 -5.328 -3.881
H -3.960 -6.003 -2.404
H -3.433 -6.775 -3.858
H -3.296 -5.057 -3.727
H 1.370 -7.186 -3.776
H 1.841 -5.841 -3.416
C 0.691 -1.319 -4.470
C 0.512 -0.410 -5.696
C 0.940 1.057 -5.496
O 0.221 1.643 -4.455
C 0.500 3.017 -4.196
N 1.077 -0.924 -6.898
H 1.685 -1.291 -4.025
H 0.392 -2.345 -4.684
H 0.067 -1.001 -3.635
H -0.573 -0.370 -5.796
H 0.733 1.630 -6.400
H 1.998 1.110 -5.243
H -0.328 3.265 -3.531
H 0.297 3.633 -5.072
H 1.511 3.163 -3.816
H 2.082 -1.005 -6.834
H 0.766 -1.881 -6.983
C -2.545 -1.760 3.151
C -3.802 -1.508 3.969
C -4.225 -0.007 4.033
O -5.416 0.264 4.767
C -6.008 1.517 4.582
N -4.893 -2.308 3.402
H -1.646 -1.350 3.610
H -2.549 -1.262 2.182
H -2.373 -2.813 2.930
H -3.674 -1.754 5.023
H -4.300 0.374 3.015
H -3.403 0.531 4.505
H -5.370 2.250 5.076
H -6.994 1.531 5.046
H -6.130 1.662 3.509
H -4.630 -3.237 3.698
H -5.702 -1.969 3.902
C 2.869 1.450 -1.846
C 3.923 2.070 -0.843
C 4.743 3.174 -1.526
O 3.847 4.165 -2.076
C 4.488 5.211 -2.723
N 3.135 2.739 0.170
H 2.134 2.199 -2.140
H 2.263 0.722 -1.306
H 3.414 0.958 -2.652
H 4.585 1.318 -0.414
H 5.152 2.742 -2.439
H 5.467 3.631 -0.851
H 3.790 5.819 -3.300
H 5.246 4.821 -3.403
H 4.966 5.915 -2.043
H 2.160 2.484 0.108
H 3.122 3.688 -0.175
C 4.056 -3.253 -0.824
C 4.437 -2.554 -2.111
C 5.712 -1.774 -1.947
O 6.164 -1.280 -3.241
C 7.270 -0.402 -3.329
N 4.617 -3.601 -3.062
H 3.020 -3.571 -0.938
H 3.989 -2.576 0.028
H 4.712 -4.091 -0.588
H 3.662 -1.869 -2.455
H 6.510 -2.400 -1.547
H 5.528 -1.016 -1.186
H 7.047 0.615 -3.006
H 7.501 -0.248 -4.383
H 8.045 -0.923 -2.766
H 5.283 -4.189 -2.583
H 5.147 -3.223 -3.834
C -4.882 -0.746 0.465
C -5.727 -0.825 -0.800
C -4.753 -0.936 -2.091
O -3.990 0.246 -2.136
C -2.794 0.139 -2.984
N -6.731 -1.871 -0.678
H -4.226 -1.598 0.642
H -5.564 -0.637 1.309
H -4.243 0.138 0.471
H -6.204 0.145 -0.944
H -5.237 -1.116 -3.051
H -4.211 -1.880 -2.024
H -3.071 -0.090 -4.013
H -2.100 -0.667 -2.743
H -2.199 1.050 -3.044
H -6.267 -2.742 -0.466
H -7.279 -1.720 0.157
C 3.169 -3.252 4.972
C 2.691 -2.381 3.852
C 1.179 -2.676 3.454
O 0.899 -4.025 3.130
C 1.826 -4.624 2.219
N 2.849 -1.035 4.277
H 2.453 -3.057 5.771
H 4.129 -2.990 5.417
H 3.200 -4.284 4.625
H 3.322 -2.480 2.969
H 0.879 -1.982 2.669
H 0.519 -2.462 4.294
H 1.509 -5.591 1.831
H 2.861 -4.762 2.532
H 2.190 -4.005 1.399
H 2.268 -0.988 5.102
H 2.346 -0.447 3.629
C -1.521 -0.053 6.989
C -0.867 0.726 5.839
C -1.021 2.301 5.888
O -2.365 2.716 5.932
C -2.603 4.043 5.701
N 0.564 0.467 5.931
H -2.596 -0.093 6.814
H -1.483 0.420 7.971
H -1.226 -1.099 7.066
H -1.340 0.471 4.891
H -0.504 2.697 5.013
H -0.393 2.850 6.590
H -1.945 4.611 6.359
H -3.612 4.334 5.991
H -2.357 4.172 4.647
H 0.922 0.952 6.741
H 1.045 0.921 5.168
C -1.725 5.702 0.174
C -1.815 7.093 -0.560
C -2.181 7.000 -2.080
O -1.083 6.532 -2.857
C -1.342 6.455 -4.245
N -2.692 8.003 0.193
H -2.632 5.474 0.734
H -0.920 5.758 0.906
H -1.476 4.872 -0.488
H -0.851 7.601 -0.522
H -2.477 7.937 -2.551
H -2.957 6.244 -2.201
H -0.630 5.755 -4.682
H -1.294 7.389 -4.806
H -2.354 6.072 -4.372
H -2.246 8.240 1.068
H -2.781 8.899 -0.265
```

2S+1: 4
Net charge: 0
<S²>: 3.757
M (g mol⁻¹): 1051.7
HOMO energy (alpha / beta) (eV): -6.65 / -8.70
Gap between HOMO and LUMO (alpha / beta) (eV): 7.06 / 6.06

***

One value per record, in order, for total energy: -87989.128 -90736.160 eV.